1.
Density functional theory data (ωB97M-V/def2-TZVPD) for a molecular structure, C26H73FInN2O10S9.

Structure (ORCA input):
```
! wB97M-V def2-TZVPD RIJCOSX def2/J DEFGRID3
* xyz -1 1
C -1.04 -2.00 1.68
C 0.42 -1.65 1.79
N 1.10 -2.10 3.04
C 0.63 -3.40 3.54
C 1.44 -3.90 4.73
In 1.28 -2.59 6.53
N 0.16 -3.55 8.09
C 0.44 -0.55 6.09
C -1.04 -0.52 5.75
F -1.27 -0.16 4.40
C 2.49 -2.11 2.73
C 3.13 -0.73 2.78
O 3.12 -3.09 2.38
H -1.41 -1.53 0.76
H -1.21 -3.07 1.58
H -1.62 -1.61 2.51
H 0.99 -2.01 0.92
H 0.50 -0.56 1.76
H 0.66 -4.13 2.70
H -0.39 -3.34 3.89
H 0.98 -4.85 5.02
H 2.47 -4.12 4.46
H 2.96 -2.34 7.17
H 0.81 -3.85 8.81
H -0.27 -4.40 7.75
H 0.59 0.06 6.99
H 1.04 -0.11 5.30
H -1.57 0.25 6.34
H -1.55 -1.46 5.92
H 2.62 -0.10 3.51
H 4.19 -0.82 2.96
H 2.99 -0.28 1.79
C -0.16 -1.94 -2.16
S 1.23 -0.80 -2.27
O 1.33 -0.13 -0.94
C 0.44 0.37 -3.38
H 0.11 -2.73 -1.47
H -1.04 -1.41 -1.79
H -0.35 -2.37 -3.15
H -0.48 0.74 -2.91
H 0.23 -0.11 -4.33
H 1.13 1.19 -3.53
C -1.61 -6.42 1.76
S -2.78 -5.49 2.77
O -2.06 -5.07 3.99
C -3.80 -6.89 3.22
H -0.85 -5.72 1.42
H -1.15 -7.20 2.36
H -2.14 -6.84 0.90
H -3.19 -7.64 3.73
H -4.27 -7.31 2.33
H -4.57 -6.53 3.90
C 6.57 -2.58 7.04
S 5.44 -3.55 6.04
O 5.16 -4.79 6.80
C 6.65 -4.01 4.79
H 6.02 -2.24 7.91
H 7.41 -3.20 7.35
H 6.92 -1.72 6.47
H 7.48 -4.54 5.25
H 7.00 -3.11 4.28
H 6.14 -4.65 4.07
C 0.10 3.38 -6.69
S 0.34 1.83 -7.56
O 0.51 0.78 -6.51
C 1.99 2.21 -8.18
H -0.87 3.33 -6.19
H 0.89 3.52 -5.95
H 0.09 4.20 -7.41
H 2.65 2.43 -7.34
H 1.93 3.07 -8.85
H 2.35 1.34 -8.72
C 4.23 4.65 0.14
S 4.23 3.52 -1.26
O 3.15 3.98 -2.19
C 3.58 2.10 -0.38
H 4.58 5.62 -0.21
H 3.22 4.73 0.54
H 4.92 4.27 0.90
H 2.62 2.35 0.06
H 4.29 1.80 0.39
H 3.45 1.29 -1.09
C -5.74 -2.29 6.69
S -4.37 -3.41 7.03
O -4.97 -4.69 7.48
C -3.77 -2.55 8.48
H -6.27 -2.68 5.82
H -6.41 -2.27 7.55
H -5.35 -1.30 6.47
H -4.57 -2.50 9.23
H -3.45 -1.55 8.20
H -2.92 -3.11 8.87
C -5.15 1.27 -5.08
S -3.62 1.91 -5.76
O -3.94 2.46 -7.11
C -2.83 0.32 -6.02
H -5.80 2.11 -4.88
H -5.61 0.59 -5.80
H -4.93 0.74 -4.14
H -3.45 -0.30 -6.67
H -2.67 -0.17 -5.06
H -1.87 0.51 -6.50
C 3.56 6.85 -3.34
S 4.94 8.00 -3.42
O 5.03 8.67 -2.09
C 4.16 9.17 -4.54
H 3.81 6.06 -2.64
H 2.67 7.38 -2.98
H 3.38 6.42 -4.32
H 3.24 9.54 -4.10
H 3.96 8.68 -5.50
H 4.85 10.00 -4.69
C -6.35 5.79 -10.67
S -5.84 4.08 -10.44
O -6.70 3.25 -11.33
C -6.49 3.92 -8.78
H -6.07 6.08 -11.68
H -7.43 5.87 -10.55
H -5.84 6.42 -9.95
H -7.56 4.13 -8.79
H -5.97 4.61 -8.12
H -6.31 2.90 -8.45
*
```

For the total energy, the calculation gives -157001.892 eV. The value obtained for the LUMO energy is 1.23 eV. Its HOMO-LUMO gap is 5.30 eV.

Löwdin population analysis, charges in e, atoms 1 to 8: C -0.078; C -0.227; N -0.076; C -0.312; C -0.262; In 0.618; N -0.217; C -0.281

---

2.
Density functional theory data (ωB97M-V/def2-TZVPD) for 3 unconnected molecules or ions with the total composition C22H45N3.

Structure (ORCA input):
```
! wB97M-V def2-TZVPD RIJCOSX def2/J DEFGRID3
* xyz 0 1
C 0.93 1.26 -3.56
C -0.64 1.00 -3.81
C -0.98 0.13 -5.13
C -2.05 -1.04 -4.80
C -3.19 -1.10 -5.97
C -1.38 -2.49 -4.51
C -0.94 -3.25 -5.88
N -0.68 -3.86 -6.90
C -0.22 -2.48 -3.39
C -0.60 -3.65 -2.32
N -0.85 -4.60 -1.60
C 1.25 -2.85 -3.93
N 1.79 -1.91 -4.96
H 1.63 0.54 -4.09
H 1.16 1.24 -2.42
H 1.20 2.34 -3.89
H -1.14 0.54 -2.87
H -1.14 2.04 -3.93
H -1.53 0.86 -5.86
H -0.06 -0.24 -5.70
H -2.60 -0.70 -3.84
H -4.08 -0.48 -5.59
H -2.78 -0.62 -6.94
H -3.55 -2.18 -6.18
H -2.24 -3.14 -4.09
H -0.20 -1.51 -2.78
H 1.28 -3.96 -4.27
H 1.96 -2.78 -3.02
H 1.90 -2.40 -5.87
H 2.66 -1.46 -4.66
C -0.38 -0.06 0.79
C -0.42 -1.57 1.01
C -1.55 -2.02 1.92
C -1.49 -1.49 3.36
C -0.21 -1.81 4.12
C 0.00 -3.31 4.33
H -0.21 0.47 1.72
H 0.42 0.20 0.10
H -1.33 0.29 0.36
H 0.55 -1.91 1.40
H -0.54 -2.06 0.03
H -1.57 -3.12 1.94
H -2.51 -1.72 1.48
H -2.35 -1.89 3.91
H -1.63 -0.40 3.34
H -0.27 -1.34 5.11
H 0.66 -1.38 3.62
H -0.84 -3.76 4.86
H 0.91 -3.48 4.91
H 0.12 -3.83 3.37
C 2.13 1.42 3.09
C 1.01 2.00 3.94
C 0.44 3.31 3.39
C 1.43 4.47 3.33
C 2.08 4.85 4.66
C 1.08 5.33 5.70
H 3.00 2.09 3.06
H 2.47 0.47 3.51
H 1.80 1.24 2.07
H 1.36 2.13 4.97
H 0.20 1.26 3.98
H -0.42 3.60 4.00
H 0.05 3.13 2.38
H 0.91 5.35 2.92
H 2.22 4.24 2.60
H 2.80 5.66 4.47
H 2.66 4.01 5.06
H 0.52 6.20 5.34
H 1.60 5.63 6.62
H 0.37 4.54 5.97
*
```

For the total energy, the calculation gives -28011.169 eV. Its structure (SMILES) is CCC[C@@H](C)[C@@H](C#N)[C@@H](C#N)CN.CCCCCC.CCCCCC. The relative energy (zero: lowest compared OMol25 entry of this formula, charge and spin) comes out at 377.8 kJ/mol. The value obtained for the LUMO energy is 0.54 eV. Its HOMO-LUMO gap is 10.55 eV.

Löwdin population analysis, charges in e, atoms 1 to 8: C -0.132; C -0.246; C -0.177; C -0.318; C -0.088; C -0.202; C -0.140; N 0.118